Entry 1:
DFT (ωB97M-V/def2-TZVPD) results for the ion C5H12NO with charge -1.

```
19
Properties=species:S:1:pos:R:3:forces:R:3:lowdin_charge:R:1
C -1.4079 1.6095 1.2739 0.71 -0.02 -0.09 -0.180
N -0.6935 1.6235 -0.0655 -1.49 -0.62 0.57 -0.129
C -0.0757 0.2523 -0.4537 -0.94 -0.45 -3.29 -0.379
C 1.3109 0.6124 -1.1084 -1.65 -1.64 2.67 -0.072
C -0.0369 -1.0171 0.4419 -3.61 0.63 -0.01 -0.220
C 0.7242 -2.1606 -0.2368 2.19 -0.95 0.11 -0.558
O 2.0382 -2.0306 0.0724 0.08 -0.16 -0.33 -0.383
H -2.2746 0.8384 1.2027 1.38 1.27 0.94 0.081
H -0.6022 1.4232 2.0832 -1.52 -0.44 -1.27 0.083
H -1.7578 2.6511 1.5966 0.05 -1.31 -0.97 0.060
H -1.4465 1.8186 -0.7992 1.51 -0.42 1.41 0.102
H -0.8047 -0.1720 -1.2470 1.20 0.97 0.58 0.121
H 1.8551 -0.0535 -1.7060 -0.07 -1.29 -1.27 0.049
H 1.3056 1.5809 -1.4165 -0.18 2.74 -1.37 0.014
H 1.9029 0.5771 -0.2418 1.33 0.30 1.34 0.051
H -1.1635 -1.3522 0.4302 1.46 0.53 0.52 0.103
H 0.2080 -0.7687 1.4982 0.45 -0.72 -0.72 0.097
H 0.5657 -2.2280 -1.3935 -0.46 0.70 1.00 0.089
H 0.3526 -3.2043 0.0692 -0.44 0.89 0.17 0.070
```
Forces are in eV/Å.

Summary:
energy relative to the best compared isomer or geometry (same formula, charge and spin)	56.90	kcal/mol
net charge	-1
spin multiplicity	1
energy	-8914.5961	eV
largest force on an atom	3.67	eV/Å
LUMO energy	3.72	eV

Entry 2:
DFT (ωB97M-V/def2-TZVPD) results for the ion C5H12NO with charge -2.

```
19
Properties=species:S:1:pos:R:3:forces:R:3:lowdin_charge:R:1
C 0.2930 2.6741 -0.0543 -0.61 -0.06 -0.10 -0.580
C 0.4398 1.2325 0.4072 0.14 0.14 -0.24 -0.324
N 0.4552 0.2307 -0.6680 0.56 0.54 1.53 -0.224
C -0.8521 0.1182 -1.3180 0.70 -0.14 -0.16 -0.143
C 0.8590 -1.0610 -0.1271 -0.79 -1.59 -1.16 -0.262
C 0.0094 -1.8282 0.9967 -0.37 1.58 -0.56 -0.528
O -1.3312 -1.7925 0.8672 0.02 -0.23 -0.04 -0.392
H -0.4691 2.8189 -0.8214 -0.01 -0.03 -0.19 -0.031
H 1.1953 3.1276 -0.4654 0.15 -0.04 0.07 -0.057
H -0.0863 3.2800 0.7650 0.22 0.34 0.23 -0.058
H 1.3836 1.1987 0.9395 0.48 -0.33 0.07 0.078
H -0.2975 0.9773 1.1716 -0.46 0.08 -0.03 0.100
H -0.6291 -0.1947 -2.3488 -0.51 0.09 -0.07 0.059
H -1.3337 1.0819 -1.2696 -0.13 0.30 -0.33 0.040
H -1.4594 -0.6002 -0.7840 -0.32 -0.33 0.00 0.043
H 0.7234 -1.7264 -0.9920 0.16 -0.20 -0.17 0.077
H 1.9346 -1.1605 0.1066 -0.11 0.58 0.22 0.080
H 0.3251 -1.3022 1.9390 0.35 -0.72 0.28 0.061
H 0.4064 -2.8679 0.8706 0.53 0.00 0.65 0.059
```
Forces are in eV/Å.

Summary:
energy relative to the best compared isomer or geometry (same formula, charge and spin)	23.95	kcal/mol
net charge	-2
<S²>	0.751
spin multiplicity	2
energy	-8911.6187	eV
largest force on an atom	2.12	eV/Å
LUMO energy (alpha / beta)	7.06 / 6.94	eV

Among the records above, which one has the lowest spin multiplicity? number 1

What is the formula in the first record? C5H12NO

The lowest net charge belongs to which entry? number 2